# 1
Density functional theory data (ωB97M-V with the def2-TZVPD basis set) for a molecular structure, C18H32Cl10Mg2O8.

Output
- Energy above the lowest of the compared OMol25 structures with the same formula, charge and spin: 359.0 kJ/mol
- Kohn-Sham gap: 9.33 eV
- HOMO level: -9.18 eV

Positions of all 70 atoms, in Å:
Mg 17.02155 21.78049 -14.19099
Mg 20.28413 20.74410 -13.04269
C 17.43930 20.87991 -10.51952
C 17.41797 21.47368 -11.87206
O 18.37829 21.30793 -12.62415
O 16.36307 21.87597 -12.39611
H 16.65034 21.44025 -10.01786
H 18.31169 21.02034 -9.88131
H 17.13610 19.83299 -10.53034
C 19.26828 19.29294 -17.00449
C 19.10727 20.04921 -15.68683
O 18.10962 20.80791 -15.42735
O 20.00390 19.92331 -14.82203
H 19.37282 18.25433 -16.69073
H 20.13672 19.60162 -17.58641
H 18.28392 19.18693 -17.46043
C 22.21169 18.50995 -10.50775
C 21.30130 19.47708 -11.32135
O 21.52963 20.64330 -11.50381
O 20.35628 19.07926 -11.98705
H 22.45770 18.98551 -9.55832
H 23.08652 18.28641 -11.11834
H 21.60328 17.61662 -10.36670
C 16.82417 25.02921 -16.46801
C 16.98939 23.87546 -15.48845
O 17.96445 23.75572 -14.67982
O 16.14205 22.97566 -15.41630
H 17.08051 24.61172 -17.44170
H 17.62699 25.69315 -16.14743
H 15.85176 25.51757 -16.40459
Cl 16.72315 18.17181 -13.62177
C 15.53837 17.42328 -14.77719
C 15.21350 18.46981 -15.87660
Cl 14.98117 20.09979 -15.11724
H 14.66115 17.10908 -14.21163
H 16.09743 16.53797 -15.08017
H 14.45869 18.24178 -16.62918
H 16.12171 18.57655 -16.46977
Cl 22.27757 24.70386 -18.32315
C 21.44196 23.25984 -18.99990
C 20.22535 22.98984 -18.18340
Cl 19.16477 21.84665 -19.02951
H 22.15919 22.45623 -19.16690
H 21.25028 23.71468 -19.97174
H 19.59825 23.85698 -17.97622
H 20.58938 22.59622 -17.23438
Cl 18.21947 15.59911 -17.30456
C 17.47311 15.18131 -18.88999
C 16.12620 14.56647 -18.58080
Cl 14.83915 15.70391 -17.97041
H 18.12800 14.60607 -19.54444
H 17.40994 16.13788 -19.40872
H 16.23233 13.86275 -17.75520
H 15.82220 14.05358 -19.49329
Cl 22.57405 18.85830 -18.50594
C 22.53226 19.03081 -16.72242
C 23.99013 18.73000 -16.03620
Cl 23.88878 19.12929 -14.28188
H 21.83143 18.30597 -16.30823
H 22.18912 20.04062 -16.49739
H 24.76975 19.40718 -16.38509
H 24.33737 17.69689 -16.05033
Cl 20.62127 16.36151 -14.92944
C 19.57136 15.86023 -13.55218
C 19.73865 14.37653 -13.30188
Cl 19.02512 13.35646 -14.67925
H 18.49428 15.95169 -13.69235
H 20.08936 16.43818 -12.78684
H 19.24523 14.13626 -12.36012
H 20.78232 14.13048 -13.10616



# 2
Density functional theory data (ωB97M-V with the def2-TZVPD basis set) for C18H32N2O2 in the gas phase.

Output
- Energy above the lowest of the compared OMol25 structures with the same formula, charge and spin: 13.1 kJ/mol
- Kohn-Sham gap: 9.09 eV
- HOMO level: -8.41 eV
- SMILES: O=C(NC[C@H]1CCCO1)C1CCN(CC2CCCCC2)CC1

Positions of all 54 atoms, in Å:
O -0.85654 -0.00538 -4.01153
C -0.32476 0.46922 -3.02865
N 0.15535 1.73232 -2.99372
H 0.51378 2.11228 -2.13159
C -0.03009 2.68369 -4.06040
H 0.92733 3.16256 -4.28477
C -1.05721 3.75942 -3.66474
H -1.02127 4.56507 -4.41082
C -2.48070 3.20085 -3.51921
H -3.07531 3.37604 -4.41216
C -3.01449 3.93592 -2.29203
H -3.78363 3.38108 -1.76062
C -1.73959 4.10093 -1.46964
H -1.76335 4.95150 -0.78568
O -0.70272 4.32928 -2.40528
H -1.53641 3.18633 -0.89165
H -3.40652 4.91387 -2.57331
H -2.43946 2.12715 -3.33365
H -0.38370 2.13615 -4.93590
C -0.07863 -0.30759 -1.74084
C 1.33363 -0.89762 -1.76141
C 1.63417 -1.52811 -0.39772
N 0.41859 -2.00038 0.24511
C -0.48786 -2.57810 -0.72982
C -1.08117 -1.45501 -1.58911
H -1.33337 -1.83230 -2.58157
H -1.99471 -1.07654 -1.12901
H -1.29139 -3.09422 -0.20118
H 0.02153 -3.32345 -1.36449
C 0.68752 -2.85476 1.38291
C 1.22681 -2.06921 2.58385
C 0.27342 -0.93490 2.95726
C 0.80937 -0.14738 4.14825
C 1.01476 -1.06980 5.34603
C 1.95958 -2.21126 4.98252
C 1.42261 -2.99250 3.78641
H 2.11450 -3.79773 3.52800
H 0.46525 -3.44782 4.05140
H 2.08163 -2.88022 5.83719
H 2.94229 -1.80228 4.73570
H 1.42036 -0.50502 6.18832
H 0.05101 -1.48269 5.65295
H 0.11296 0.65236 4.40982
H 1.76287 0.31446 3.88036
H 0.13722 -0.28103 2.09548
H -0.70112 -1.35832 3.20998
H 2.19945 -1.64002 2.32282
H -0.25548 -3.32296 1.67822
H 1.39900 -3.66385 1.12844
H 2.08620 -0.77769 0.25734
H 2.36523 -2.34839 -0.52507
H 1.38341 -1.64515 -2.55446
H 2.07535 -0.12831 -1.98350
H -0.15573 0.36951 -0.88481



# 3
Density functional theory data (ωB97M-V with the def2-TZVPD basis set) for 2 unconnected molecules or ions with the total composition C18H32N2O4P.

Output
- Energy above the lowest of the compared OMol25 structures with the same formula, charge and spin: 0.0 kJ/mol
- Kohn-Sham gap: 7.61 eV
- HOMO level: -11.15 eV
- Total charge: +1

Positions of all 57 atoms, in Å:
C -2.66946 -3.50311 -4.48247
C -1.31382 -2.63393 -4.05658
O -1.19192 -1.37722 -4.85214
C -1.32510 -2.21744 -2.44229
N -2.28602 -1.07644 -2.14217
C -2.31826 -0.76216 -0.64024
C -1.07983 0.30032 -0.26877
O -1.46678 1.58267 -0.86398
C -0.37606 2.59317 -0.77152
C 0.86990 2.18191 -1.76528
C 2.18243 1.70824 -0.85266
N 2.58462 2.93515 -0.06606
P 4.22039 2.84244 0.67215
C 5.54312 3.69723 -0.42037
C 4.75283 1.04590 1.03771
C 1.61395 3.36744 1.00169
C 0.04624 2.99936 0.75203
H -3.22551 -3.76857 -3.46462
H -2.40041 -4.48194 -5.10248
H -3.40072 -2.86166 -5.15768
H -0.33357 -3.25767 -4.31780
H -2.13573 -1.00284 -4.86001
H -0.23065 -1.79642 -2.22984
H -1.57699 -3.13385 -1.75925
H -3.25734 -1.29212 -2.45738
H -3.36219 -0.28476 -0.36950
H -2.15782 -1.77662 -0.03175
H -1.01694 0.28874 0.90422
H -0.11426 -0.19334 -0.70578
H -0.84570 3.57886 -1.25820
H 1.17740 3.07828 -2.48457
H 0.60223 1.23425 -2.43354
H 3.02254 1.43181 -1.65411
H 1.92868 0.77006 -0.19803
H 2.63831 3.73341 -0.76784
H 5.28532 4.80204 -0.71203
H 5.72110 3.04822 -1.39695
H 6.58552 3.72151 0.14437
H 3.94927 0.22590 0.80690
H 5.00769 0.98138 2.18632
H 5.75025 0.80131 0.42948
H 1.95417 2.81673 2.00481
H 1.76215 4.51342 1.18490
H -0.57575 3.98240 1.02249
H -0.26170 2.21427 1.58337
C -3.70596 -2.15745 4.09823
C -2.78157 -1.66562 3.26760
C -1.36333 -2.05949 3.38008
O -0.51626 -1.60829 2.62152
C -1.00664 -3.01861 4.44435
C -1.93103 -3.51044 5.27498
C -3.34927 -3.11656 5.16250
O -4.19634 -3.56776 5.92106
H -4.75034 -1.87843 4.02988
H -3.02739 -0.96185 2.48141
H 0.03774 -3.29762 4.51270
H -1.68520 -4.21421 6.06117



# 4
Density functional theory data (ωB97M-V with the def2-TZVPD basis set) for a molecular structure, C18H32NO2P2Yb.

Output
- Energy above the lowest of the compared OMol25 structures with the same formula, charge and spin: 385.3 kJ/mol
- Kohn-Sham gap (alpha / beta): 5.89 / 5.53 eV
- HOMO level (alpha / beta): -5.99 / -5.98 eV
- Spin multiplicity: 2
- ⟨S²⟩: 0.76

Positions of all 56 atoms, in Å:
C -0.70594 3.59590 -1.58265
C -0.97421 2.29086 -1.07794
N -0.09235 1.78316 -0.12907
C 0.85890 2.56348 0.41797
C 1.14864 3.83481 -0.08400
C 0.33915 4.35971 -1.08995
C -2.16665 1.60809 -1.46607
P -2.98998 0.33291 -0.53593
Yb -0.36399 -0.51186 0.48786
P 2.78736 0.72597 1.42237
C 1.60524 2.02623 1.66122
C 0.85680 -2.48748 0.98300
C -0.31900 -2.94815 1.54485
C -0.60001 -4.33283 1.43322
C 0.32433 -5.17693 0.81172
C 1.50981 -4.66944 0.26787
C 1.77898 -3.28460 0.35051
O 0.13136 1.14259 -6.91146
O -1.11733 -1.89165 -1.86150
H -1.39797 3.97823 -2.33339
H 1.97952 4.40721 0.32933
H 0.53185 5.35642 -1.49657
C -4.54879 1.13381 0.03099
C -3.74131 -0.58695 -1.96167
H 2.20124 2.84335 2.09446
H 0.87023 1.68570 2.41284
H -0.65924 0.59326 -6.84016
H -2.67169 2.06677 -2.32851
C 3.02584 -0.29051 2.86892
C 4.30360 1.15949 0.61413
H -0.99987 -2.29788 2.11709
H -1.52962 -4.72621 1.85318
H 0.11272 -6.24450 0.75676
H 2.22451 -5.34170 -0.21096
H 2.70535 -2.88900 -0.07787
H 1.88119 -0.71627 0.79752
H -0.92239 -2.80893 -1.59004
H -0.47609 -1.67696 -2.54996
H 0.72667 0.73281 -6.24407
H 1.96485 -0.21820 0.15472
H -5.25125 1.28320 -0.79851
H -5.02470 0.47316 0.76763
H -4.32433 2.08991 0.51327
H -4.61807 -0.02410 -2.32252
H -2.99141 -0.72115 -2.75468
H -4.05654 -1.57630 -1.59641
H 4.98510 1.55487 1.38449
H 4.76336 0.27234 0.14059
H 4.13041 1.93102 -0.15359
H 4.01982 -0.06687 3.28009
H 2.24183 -0.09239 3.61590
H 2.97968 -1.35723 2.59568
C -0.98207 0.20898 2.80237
H -1.98918 -0.23325 2.89896
H -1.10420 1.29688 2.94384
H -0.37015 -0.15974 3.64410